1.
This record from OMol25 describes a 14-piece molecular cluster, C62H100N6O42P6 overall. The level of theory is ωB97M-V/def2-TZVPD.

Results
Total charge ... -1
E_LUMO (spin up / spin down) ... 0.74 / 0.74 eV
Frontier orbital gap (spin up / spin down) ... 2.8 / 6.5 eV
Highest occupied orbital energy (spin up / spin down) ... -2.032 / -5.760 eV
Multiplicity ... 2

Structure (XYZ):
```
216
Properties=species:S:1:pos:R:3:lowdin_spin:R:1
C 2.66392 0.81235 2.53681 0.000
C 2.51716 0.61640 0.97768 0.002
O 1.09776 0.38187 0.76394 0.000
C 0.54543 0.42646 -0.45386 0.000
O 1.13799 0.59536 -1.49339 0.001
O -0.70834 0.24451 -0.34012 0.000
C -1.59243 0.22170 -1.43746 0.000
H 2.08022 1.69492 2.79848 0.000
H 3.70471 0.81299 2.86061 0.000
H 2.30816 -0.05220 3.09726 0.000
H 3.10549 -0.26304 0.71584 0.002
H 2.97825 1.43335 0.42263 0.000
H -2.43089 0.91666 -1.48339 0.000
H -1.99416 -0.77644 -1.26300 0.000
H -1.15145 0.25308 -2.43379 0.000
C 0.41277 -3.75300 -0.66351 0.001
C -0.45903 -4.31253 -1.82798 0.000
O -1.07630 -3.15307 -2.41012 0.000
C -1.94241 -3.18994 -3.53331 0.000
O -2.43937 -2.20000 -4.12086 0.000
O -2.12798 -4.44956 -3.83993 0.000
C -3.03675 -4.85505 -4.85696 0.000
H 1.17370 -3.02006 -0.93162 0.001
H 0.76078 -4.62813 -0.11475 0.000
H -0.19474 -3.13558 -0.00181 0.000
H -1.30406 -4.91504 -1.49481 0.000
H 0.08668 -4.89919 -2.56699 0.000
H -2.69530 -5.80829 -5.26049 0.000
H -3.03874 -4.16779 -5.70299 0.000
H -4.07141 -4.92318 -4.52090 0.000
C 2.01925 6.27450 -0.16925 0.000
C 2.60628 5.21484 0.53083 0.000
C 3.23079 4.15230 -0.19878 0.000
C 3.13968 4.13982 -1.58614 0.000
C 2.52127 5.20375 -2.25870 0.000
C 1.95143 6.21231 -1.53619 0.000
N 3.70883 3.02277 -2.34355 0.000
O 3.20029 2.78864 -3.44442 0.000
O 4.70397 2.57046 -1.87994 0.000
H 1.55404 7.18002 0.19133 0.000
H 2.63059 5.27741 1.60874 0.000
H 3.84538 3.40852 0.28647 0.000
H 2.37975 5.20435 -3.32939 0.000
H 1.35135 6.98827 -1.98806 0.000
C -3.29456 -3.64903 3.66163 0.000
C -2.30907 -3.04581 2.91436 0.000
C -2.49053 -1.72695 2.48654 0.000
C -3.67607 -1.07331 2.74609 0.000
C -4.67679 -1.73258 3.48094 0.000
C -4.47926 -2.99290 3.90318 0.000
N -3.87853 0.33245 2.23259 0.000
O -4.92779 0.89517 2.51131 0.000
O -3.07495 0.84695 1.46022 0.000
H -3.10137 -4.65658 3.99912 0.000
H -1.38171 -3.56897 2.73351 0.000
H -1.64346 -1.26364 2.00258 0.000
H -5.66886 -1.31794 3.58230 0.000
H -5.23218 -3.50039 4.48796 0.000
C -0.95404 3.77425 0.08939 0.000
C -0.28753 3.97979 1.28059 0.000
C -0.58074 5.16624 1.97674 0.000
C -1.50020 6.07957 1.49694 0.000
C -2.15920 5.80103 0.30596 0.000
C -1.87669 4.66514 -0.41284 0.000
N -1.72851 7.36072 2.22109 0.000
O -1.11909 7.58718 3.25375 0.000
O -2.61458 8.12827 1.85147 0.000
H -0.74646 2.82658 -0.38519 0.000
H 0.47649 3.37170 1.74201 0.000
H -0.07032 5.33345 2.91371 0.000
H -2.89941 6.45072 -0.13718 0.000
H -2.43520 4.56611 -1.33189 0.000
C 9.54045 -0.50267 -1.71225 0.000
C 8.41779 0.26365 -2.05505 0.000
C 7.53543 0.59672 -1.04464 0.001
C 7.65887 -0.03494 0.19949 0.001
C 8.70864 -0.94633 0.46604 0.001
C 9.67711 -1.13361 -0.49502 0.000
N 6.63456 0.25292 1.24877 0.000
O 5.78518 1.09131 1.06990 0.000
O 6.70045 -0.44468 2.28442 0.000
H 10.36230 -0.62458 -2.40225 0.000
H 8.35061 0.67334 -3.05207 0.000
H 6.66060 1.19159 -1.26188 0.000
H 8.63518 -1.64689 1.28471 0.000
H 10.50836 -1.78330 -0.26411 0.000
C -0.53251 1.32319 3.96718 0.000
C -1.10622 2.49587 4.53223 0.000
C -0.94689 2.73712 5.90888 0.000
C -0.39378 1.74008 6.73691 0.000
C 0.22493 0.61838 6.13956 0.000
C 0.10613 0.34229 4.77575 0.000
N -0.24292 1.91633 8.22660 0.000
O -0.79008 2.86592 8.71727 0.000
O 0.57195 1.21715 8.88231 0.000
H -0.63334 1.05662 2.92546 0.000
H -1.73117 3.17164 3.96728 0.000
H -1.28627 3.66126 6.35293 0.000
H 0.64373 -0.13052 6.79543 0.000
H 0.43794 -0.51004 4.20145 0.000
C 2.87954 -5.65742 -2.52978 0.096
C 3.80403 -5.65592 -1.42761 0.002
C 4.46041 -4.49208 -1.01377 0.048
C 4.26037 -3.29669 -1.69283 0.059
C 3.37647 -3.27734 -2.82497 0.101
C 2.73678 -4.48917 -3.20258 0.008
N 4.86047 -2.05201 -1.12444 0.254
O 5.44923 -2.13320 -0.01877 0.177
O 4.58503 -0.97839 -1.61758 0.216
H 2.26790 -6.51736 -2.75956 0.008
H 4.08204 -6.57255 -0.92870 -0.002
H 5.13491 -4.51105 -0.17051 0.006
H 3.15970 -2.37393 -3.37565 0.010
H 2.01023 -4.47276 -4.00149 -0.002
C 2.55328 -3.18266 -6.52436 0.001
O 1.29262 -2.79348 -5.99474 0.000
P 0.34634 -1.61759 -6.68030 0.000
O 0.83982 -0.99343 -7.94308 0.000
O 0.04451 -0.58527 -5.44711 0.000
C 1.11676 0.02339 -4.89095 0.000
O -1.06727 -2.41260 -6.73247 0.000
C -2.00797 -2.25858 -7.73123 0.000
H 3.41994 -2.85179 -5.95207 0.001
H 2.66990 -2.90981 -7.57320 0.000
H 2.67774 -4.23568 -6.77688 0.000
H 1.10805 1.09781 -5.07441 0.000
H 2.05561 -0.27191 -5.35943 0.000
H 1.21160 -0.02829 -3.80632 0.000
H -1.83686 -1.41597 -8.40118 0.000
H -2.99556 -2.11167 -7.29398 0.000
H -1.98505 -3.17889 -8.31486 0.000
C -0.29576 3.52537 -3.76124 0.000
O -1.48612 2.81753 -3.57559 0.000
P -2.90071 3.30915 -4.19106 0.000
O -3.38165 4.55778 -3.55842 0.000
O -2.55124 3.44673 -5.76586 0.000
C -3.40994 4.12623 -6.64735 0.000
O -3.88217 2.03422 -4.24012 0.000
C -3.43971 0.70813 -4.35606 0.000
H -0.09199 4.21766 -2.94435 0.000
H -0.40247 4.16713 -4.63580 0.000
H 0.58695 2.91638 -3.95632 0.000
H -3.85473 5.00005 -6.17121 0.000
H -4.13564 3.44248 -7.08775 0.000
H -2.80478 4.54037 -7.45380 0.000
H -3.87409 0.28799 -5.26320 0.000
H -3.70156 0.08511 -3.50085 0.000
H -2.35169 0.65390 -4.39289 0.000
C -3.93112 -3.28864 -0.46329 0.000
O -3.90396 -4.66920 -0.78345 0.000
P -5.26260 -5.44725 -1.07414 0.000
O -6.38848 -5.28549 -0.07969 0.000
O -5.58168 -5.05947 -2.62823 0.000
C -6.22625 -3.89916 -2.98175 0.000
O -4.77576 -6.98589 -1.21475 0.000
C -3.68552 -7.28151 -2.10066 0.000
H -3.22756 -2.92909 0.28759 0.000
H -4.88790 -2.96832 -0.05091 0.000
H -3.80399 -2.67096 -1.35235 0.000
H -5.56143 -3.25921 -3.56190 0.000
H -6.64051 -3.27841 -2.18729 0.000
H -7.05616 -4.14682 -3.64357 0.000
H -3.94911 -8.07676 -2.79793 0.000
H -2.77855 -7.54557 -1.55679 0.000
H -3.46113 -6.55651 -2.88304 0.000
C -5.45640 2.18744 -0.78756 0.000
O -6.55624 1.33510 -0.83438 0.000
P -6.68857 0.12437 -1.92992 0.000
O -5.44725 -0.65533 -2.16075 0.000
O -7.96140 -0.67839 -1.29964 0.000
C -7.83103 -1.21856 0.02289 0.000
O -7.37737 0.83616 -3.24399 0.000
C -8.55885 1.62407 -3.17278 0.000
H -5.72704 3.23592 -0.91227 0.000
H -4.67054 1.87381 -1.47469 0.000
H -5.12537 2.08590 0.24598 0.000
H -8.73740 -1.03036 0.59837 0.000
H -7.14351 -0.66468 0.66213 0.000
H -7.63585 -2.29093 0.02770 0.000
H -8.24557 2.65267 -2.99408 0.000
H -9.26584 1.32148 -2.40031 0.000
H -9.14400 1.58878 -4.09172 0.000
C 4.53856 -1.07917 5.21648 0.000
O 4.32972 -2.40485 5.52541 0.000
P 2.84191 -3.09627 5.26875 0.000
O 2.73522 -4.57277 5.32282 0.000
O 1.94556 -2.34468 6.41135 0.000
C 2.30187 -2.34349 7.75412 0.000
O 2.39158 -2.39195 3.84304 0.000
C 1.83710 -3.11959 2.79443 0.001
H 4.93243 -0.50228 6.05324 0.000
H 3.62633 -0.51817 5.01349 0.000
H 5.11887 -0.85785 4.32073 0.000
H 2.85577 -3.22972 8.06378 0.000
H 1.34295 -2.33595 8.27230 0.000
H 2.86592 -1.47204 8.08658 0.000
H 2.23263 -2.76192 1.84379 0.001
H 0.78585 -2.83204 2.81158 0.000
H 1.99614 -4.19031 2.92241 0.000
C 3.61824 1.92158 7.05943 0.000
O 2.82738 2.42528 6.00764 0.000
P 3.12442 3.85870 5.27897 0.000
O 2.32175 4.08092 4.02328 0.000
O 2.98450 4.92047 6.51438 0.000
C 1.71133 4.87736 7.18818 0.000
O 4.76834 3.90126 5.02162 0.000
C 5.45685 4.73318 4.10357 0.000
H 3.36679 2.35244 8.02857 0.000
H 4.66942 2.09725 6.83083 0.000
H 3.28670 0.89937 7.24180 0.000
H 1.47217 5.86202 7.58986 0.000
H 1.83579 4.36356 8.14140 0.000
H 0.89412 4.58426 6.52912 0.000
H 5.43891 4.19126 3.15800 0.000
H 6.39987 5.03240 4.56104 0.000
H 4.98729 5.70242 3.93574 0.000
```

***

2.
This record from OMol25 describes C2H3N3O3 as an isolated structure. The level of theory is ωB97M-V/def2-TZVPD.

Results
Total charge ... 0
E_LUMO ... -0.01 eV
Frontier orbital gap ... 9.5 eV
Highest occupied orbital energy ... -9.471 eV

Structure (XYZ):
```
11
Properties=species:S:1:pos:R:3:mulliken_charge:R:1
C 0.00798 0.12408 -0.21727 0.376
C 1.30932 0.71386 -0.22179 0.514
H -3.02036 0.43180 -0.82885 0.426
H -1.36690 1.43838 0.92217 0.323
H 1.23320 -2.15781 0.82889 0.329
N -1.33920 0.76089 -0.12054 -0.331
N 0.11023 -1.10903 -0.26305 -0.279
N 1.39524 -1.51220 -0.13921 -0.224
O -2.36857 -0.20176 0.07317 -0.427
O 2.29830 -0.24548 0.03355 -0.243
O 1.74074 1.75729 -0.06708 -0.464
```

***

3.
This record from OMol25 describes C31H38BaN4S5 as an isolated structure. The level of theory is ωB97M-V/def2-TZVPD.

Results
Total charge ... -2
E_LUMO ... 3.54 eV
Frontier orbital gap ... 3.2 eV
Highest occupied orbital energy ... 0.326 eV

Structure (XYZ):
```
79
Properties=species:S:1:pos:R:3:mulliken_charge:R:1
Ba 1.08268 1.94381 1.46804 1.287
S -0.32170 4.27276 2.99076 -0.501
C -0.93600 4.52743 1.45946 0.264
N -0.92868 3.66396 0.46673 -0.538
C -1.10141 4.30942 -0.74324 -0.433
C -1.24298 3.65062 -1.95568 0.181
C -1.69691 4.39218 -3.02561 -0.251
C -1.94486 5.74513 -2.92332 -0.665
C -1.79441 6.43136 -1.72956 -0.608
C -1.35662 5.71075 -0.65031 0.625
S -1.29379 6.26696 0.97362 -0.334
H -0.95515 2.57723 -2.06308 0.243
H -1.89815 3.89153 -3.97671 0.284
H -2.42949 6.17376 -3.76272 0.373
H -1.94310 7.46792 -1.64956 0.432
C 2.92879 5.17085 -1.16207 -1.345
C 3.06032 3.70822 -0.67520 -0.087
S 3.75470 3.27409 0.83456 -0.423
C 2.52545 2.75124 -1.72773 0.560
C 2.32409 3.28181 -3.13142 -1.445
S 2.46999 1.09804 -1.34434 -0.394
H 3.37859 5.72065 -0.34989 0.380
H 1.90508 5.37719 -1.29730 0.125
H 3.53043 5.21084 -2.04248 0.320
H 3.19989 3.76245 -3.58113 0.300
H 1.55844 4.05178 -3.19614 0.270
H 1.98946 2.37052 -3.66296 0.277
C -1.71604 -1.64013 3.97504 -0.738
C -1.15318 -1.86705 5.18965 -0.178
C 0.05486 -1.28343 5.52857 -0.911
C 0.62621 -0.41311 4.53743 0.226
N 0.15595 -0.25130 3.31528 -0.051
C -1.09177 -0.79690 3.05206 -0.185
C 1.79573 0.37861 4.85393 1.397
C 2.23128 0.33433 6.22257 -0.786
C 3.43848 0.90116 6.48137 -0.513
C 4.13359 1.65542 5.45180 -0.829
C 3.52047 1.79523 4.21403 -0.128
C 2.39553 1.09733 3.85355 -0.442
H -2.83426 -1.80874 3.73505 0.215
H -1.55144 -2.56063 5.92345 0.354
H 0.68666 -1.65111 6.33087 0.287
H -1.59952 -0.60030 2.09381 0.443
H 1.85112 -0.32160 6.98656 0.125
H 3.70644 0.88637 7.51602 0.353
H 5.02822 2.18013 5.64278 0.432
H 4.04670 2.50588 3.50561 0.046
C 1.70795 -8.02434 -0.14600 -1.202
C 1.26437 -6.52175 -0.19749 -0.361
C -0.21537 -6.33295 -0.44349 -0.693
C -0.56925 -4.89611 -0.87820 -0.654
N -2.01111 -4.85065 -1.12276 -0.128
C -2.79405 -3.79691 -1.31661 0.224
S -4.49675 -4.08257 -1.36276 -0.547
N -2.26108 -2.62255 -1.63952 0.013
C -3.13810 -1.50327 -2.01670 -1.163
C -2.97566 -1.18348 -3.51721 -0.354
C -1.65859 -0.58339 -3.96440 -0.128
C -1.88664 0.62372 -4.92650 -1.438
H 2.71586 -8.05779 0.19285 0.385
H 1.56648 -8.41619 -1.19756 0.284
H 1.03106 -8.55739 0.51477 0.305
H 1.96237 -5.99784 -0.96337 0.315
H 1.57441 -6.08063 0.79875 0.296
H -0.74951 -6.61076 0.43531 0.347
H -0.52228 -7.03237 -1.26463 0.335
H -0.08587 -4.68362 -1.83307 0.262
H -0.27194 -4.12776 -0.16910 0.405
H -2.55712 -5.72991 -1.19222 0.256
H -1.29511 -2.46065 -1.50950 0.271
H -2.80612 -0.65763 -1.42120 0.433
H -4.22306 -1.76293 -1.87844 0.358
H -3.80835 -0.54276 -3.79483 0.443
H -3.07415 -2.16768 -4.13314 0.111
H -0.95589 -1.30439 -4.39279 0.382
H -1.13254 -0.06034 -3.16679 0.163
H -2.09438 1.54788 -4.32779 0.196
H -2.73718 0.31021 -5.50735 0.456
H -1.09209 0.82411 -5.61045 0.409
```

***

4.
This record from OMol25 describes a 2-piece molecular cluster, C9H10N2 overall. The level of theory is ωB97M-V/def2-TZVPD.

Results
SMILES string ... C=Nc1ccccc1.C1=CN1
Total charge ... 0
E_LUMO ... 0.62 eV
Frontier orbital gap ... 8.7 eV
Highest occupied orbital energy ... -8.093 eV

Structure (XYZ):
```
21
Properties=species:S:1:pos:R:3:mulliken_charge:R:1
C 1.51689 0.75169 2.23145 -0.342
N 0.71095 0.03536 1.56991 -0.353
C -0.57168 0.41855 0.98082 0.366
C -0.73298 1.62733 0.22554 -0.473
C -1.92206 1.73943 -0.48692 -0.428
C -2.94279 0.82879 -0.39161 -0.389
C -2.78523 -0.25350 0.37962 -0.484
C -1.56219 -0.54739 0.92674 -0.273
H 2.54731 0.37664 2.42536 0.240
H 1.30841 1.76772 2.58014 0.304
H -0.03932 2.40258 0.25054 0.479
H -1.78203 2.53341 -1.20079 0.333
H -3.97041 0.84511 -0.84627 0.278
H -3.53942 -0.98906 0.42520 0.376
H -1.16430 -1.52322 1.08728 0.381
C 3.52556 -1.83696 -2.00445 -0.234
C 2.62024 -1.52542 -1.19799 -0.146
N 2.09482 -1.88243 -2.54188 -0.490
H 4.49256 -2.05172 -2.14609 0.367
H 2.16115 -1.25403 -0.33048 0.296
H 1.95435 -1.13018 -3.21570 0.190
```

***

no.,calculated total energy (eV)
1,-216579.86327
2,-12727.40593
3,-93594.55692
4,-12469.49038